13
Properties=species:S:1:pos:R:3:lowdin_charge:R:1 method="wB97M-V/def2-TZVPD" total_charge=0 energy_ev=-10283.4006 largest_force_ev_per_a=1.858 smiles="NC(=O)NCC=O" lumo_ev=0.49 spin_multiplicity=1 de_lowest_kj_mol=134.8
O -0.920 -1.924 0.877 0.048
C 0.133 -1.733 0.326 -0.228
C 0.954 -0.449 0.374 -0.181
N 0.679 0.451 -0.701 0.045
C -0.383 1.367 -0.593 -0.605
N -1.480 0.882 0.049 0.186
O -0.211 2.543 -0.838 0.050
H 0.628 -2.592 -0.167 0.123
H 1.095 -0.070 1.391 0.134
H 1.934 -0.851 0.138 0.112
H 1.451 0.902 -1.160 0.132
H -2.196 1.573 0.193 0.114
H -1.682 -0.100 0.111 0.071

***

16
Properties=species:S:1:pos:R:3:lowdin_charge:R:1 method="wB97M-V/def2-TZVPD" total_charge=0 energy_ev=-28380.6468 largest_force_ev_per_a=4.829 smiles="O=C(Cl)[C@@H](n1ccnc1)[N+](=O)[O-]" lumo_ev=-0.57 spin_multiplicity=1 de_lowest_kj_mol=54.1
C -1.622 0.716 0.624 -0.145
C -1.050 -0.460 0.201 -0.104
C 0.421 1.182 0.277 -0.203
C 1.450 -1.067 -2.189 -0.787
C 1.532 -0.848 -0.665 -0.079
N -0.704 1.736 0.575 0.065
N 0.258 -0.180 0.024 -0.023
N 1.801 -2.212 -0.053 -0.361
O 2.988 -2.399 0.132 0.119
O 1.947 -1.986 -2.791 0.084
O 0.842 -2.904 0.168 0.126
Cl 0.648 0.180 -3.004 0.825
H -2.739 0.942 0.695 0.126
H -1.544 -1.440 0.232 0.125
H 1.179 1.688 -0.189 0.094
H 2.346 -0.207 -0.470 0.139

***

16
Properties=species:S:1:pos:R:3:lowdin_charge:R:1 method="wB97M-V/def2-TZVPD" total_charge=0 energy_ev=-11350.8612 largest_force_ev_per_a=1.659 smiles="C/C=C(/N)NC(=O)O" lumo_ev=0.41 spin_multiplicity=1 de_lowest_kj_mol=313.7
C -0.093 -1.709 -0.656 -0.122
N -0.004 0.984 0.992 0.151
C -1.414 0.504 0.746 -0.558
C 0.668 0.687 -0.118 -0.407
N 1.733 1.403 -0.527 0.173
C -0.085 -0.219 -0.911 -0.156
O -1.766 -0.434 1.686 0.087
O -2.265 1.193 0.228 0.067
H -0.994 -0.969 1.908 0.093
H 0.300 1.615 1.723 0.148
H 2.189 1.122 -1.381 0.113
H 2.156 2.098 0.072 0.109
H -0.127 0.033 -1.969 0.102
H 0.200 -1.953 0.369 0.065
H -1.093 -2.112 -0.840 0.074
H 0.595 -2.244 -1.321 0.063

***

55
Properties=species:S:1:pos:R:3:lowdin_charge:R:1 method="wB97M-V/def2-TZVPD" total_charge=0 energy_ev=-44711.4440 largest_force_ev_per_a=15.802 lumo_ev=0.27 spin_multiplicity=1
C 0.493 2.492 1.024 -0.187
C 1.604 1.380 1.219 -0.244
C 3.058 1.981 1.112 -0.186
C 4.129 1.109 0.351 -0.210
C 3.626 -0.297 -0.030 -0.220
C 2.913 -0.206 -1.433 -0.211
C 2.426 -1.617 -1.853 -0.201
C 1.134 -1.929 -1.023 -0.214
C 1.275 -3.232 -0.186 -0.209
C -0.045 -3.441 0.572 -0.209
C -0.424 -2.144 1.359 -0.193
C -1.584 -1.324 0.699 -0.238
C -2.681 -0.944 1.743 -0.307
S -3.498 0.610 1.171 1.076
N -2.254 1.752 1.188 -0.317
C -4.119 0.377 -0.542 -0.274
C -4.222 1.725 -1.323 -0.365
C -2.946 2.022 -2.181 -0.350
F -4.470 2.811 -0.460 -0.065
H -0.416 1.929 0.458 -0.090
H 0.822 3.286 0.322 0.066
H 0.146 2.896 1.999 0.063
H 1.340 0.619 0.464 0.045
H 1.483 0.973 2.248 0.105
H 3.424 2.138 2.154 0.101
H 3.072 2.998 0.665 0.096
H 4.512 1.626 -0.553 0.102
H 5.016 1.004 1.020 0.101
H 2.944 -0.716 0.736 0.096
H 4.496 -0.986 -0.127 0.114
H 2.090 0.531 -1.455 0.111
H 3.704 0.103 -2.153 0.111
H 2.288 -1.752 -2.944 0.105
H 3.231 -2.338 -1.574 0.104
H 0.338 -2.039 -1.795 0.123
H 0.909 -1.064 -0.366 0.062
H 1.477 -4.058 -0.903 0.117
H 2.146 -3.120 0.493 0.116
H -0.859 -3.822 -0.083 0.113
H 0.100 -4.253 1.324 0.106
H 0.458 -1.509 1.585 0.108
H -0.793 -2.477 2.360 0.107
H -2.069 -1.976 -0.052 0.110
H -1.169 -0.393 0.267 0.065
H -2.259 -0.719 2.739 0.099
H -3.459 -1.727 1.828 0.100
H -2.684 2.676 1.183 0.069
H -1.620 1.647 0.385 -0.372
H -3.441 -0.322 -1.065 0.095
H -5.133 -0.072 -0.481 0.098
H -5.095 1.672 -2.005 0.136
H -3.147 1.743 -3.233 0.069
H -2.096 1.435 -1.789 -0.342
H -2.736 3.106 -2.170 0.076
Cl -1.433 1.838 -0.891 0.842

***

45
Properties=species:S:1:pos:R:3:lowdin_charge:R:1 method="wB97M-V/def2-TZVPD" total_charge=0 energy_ev=-95209.3182 largest_force_ev_per_a=3.634 lumo_ev=0.09 spin_multiplicity=1 de_lowest_kj_mol=107.1
Al -1.295 0.147 0.101 -0.380
C -0.172 -3.059 0.626 -0.149
C -0.996 -2.407 1.701 -0.229
N -0.889 -0.977 1.856 -0.106
C 0.360 -0.559 2.465 -0.128
C 1.447 -0.160 1.386 -0.164
N 0.886 0.830 0.478 -0.087
C 1.779 1.122 -0.688 -0.190
C 1.336 2.330 -1.455 -0.131
C -0.259 2.429 -1.526 -0.175
N -0.928 1.199 -1.654 -0.112
C -0.606 0.335 -2.803 -0.118
C -0.655 -1.174 -2.450 -0.217
N -0.259 -1.408 -1.116 -0.087
C -0.626 -2.769 -0.781 -0.213
H -0.350 -4.131 0.739 0.127
H 0.897 -2.787 0.790 0.116
H -0.805 -2.944 2.648 0.135
H -2.018 -2.542 1.471 0.079
H -1.742 -0.653 2.290 0.103
H 0.718 -1.373 3.083 0.123
H 0.196 0.351 3.033 0.103
H 1.822 -1.045 0.806 0.114
H 2.309 0.321 1.872 0.114
H 0.959 1.746 0.954 0.070
H 1.854 0.168 -1.316 0.128
H 2.781 1.191 -0.219 0.130
H 1.839 2.355 -2.396 0.100
H 1.576 3.259 -0.937 0.117
H -0.421 3.093 -2.373 0.129
H -0.482 2.893 -0.567 0.106
H -1.892 1.354 -1.830 0.068
H 0.391 0.548 -3.200 0.115
H -1.259 0.634 -3.643 0.141
H -0.100 -1.810 -3.131 0.134
H -1.652 -1.501 -2.606 0.089
H 0.701 -1.397 -1.175 0.078
H -0.134 -3.446 -1.455 0.120
H -1.685 -2.920 -0.986 0.112
N -1.522 1.747 1.512 0.168
C -0.894 2.388 2.273 -0.299
N -0.167 3.110 3.120 0.082
C 1.115 3.031 2.761 -0.431
N 2.245 2.934 2.555 0.121
Se -3.404 -0.453 -0.215 0.192

***

41
Properties=species:S:1:pos:R:3:lowdin_charge:R:1 method="wB97M-V/def2-TZVPD" total_charge=0 energy_ev=-39013.2693 largest_force_ev_per_a=2.276 smiles="O=S(=O)(c1ccccc1)[C@@H]1C=C(c2ccccc2)Oc2ccccc21" lumo_ev=0.34 spin_multiplicity=1 de_lowest_kj_mol=0.0
C -4.212 -1.332 3.242 -0.079
C -3.820 -0.019 2.955 -0.076
C -2.485 0.268 2.614 -0.062
C -1.564 -0.780 2.527 -0.257
S 0.198 -0.566 2.095 0.739
O 0.844 -0.288 3.364 -0.310
O 0.558 -1.733 1.319 -0.293
C -1.929 -2.080 2.882 -0.059
C -3.256 -2.358 3.237 -0.065
H -5.255 -1.567 3.474 0.107
H -4.549 0.789 3.009 0.105
H -2.157 1.288 2.419 0.110
H -1.175 -2.867 2.872 0.118
H -3.522 -3.380 3.503 0.107
C -1.185 -0.389 -5.271 -0.083
C -2.018 -0.084 -4.185 -0.082
C -1.466 0.203 -2.941 -0.018
C -0.058 0.176 -2.766 -0.138
C 0.546 0.381 -1.464 -0.194
O 1.913 0.335 -1.496 0.043
C 2.652 0.654 -0.368 -0.167
C 2.055 0.936 0.859 -0.129
C 2.899 1.351 1.906 -0.023
C 4.267 1.528 1.697 -0.073
C 4.834 1.220 0.450 -0.071
C 4.028 0.772 -0.590 0.009
C 0.533 0.831 0.988 -0.281
C -0.139 0.559 -0.303 -0.014
C 0.778 -0.092 -3.872 -0.010
C 0.213 -0.384 -5.113 -0.074
H -1.619 -0.663 -6.231 0.100
H -3.100 -0.087 -4.293 0.103
H -2.088 0.459 -2.083 0.105
H 2.455 1.549 2.884 0.114
H 4.897 1.891 2.514 0.106
H 5.896 1.374 0.277 0.105
H 4.412 0.570 -1.588 0.123
H 0.101 1.709 1.483 0.135
H -1.221 0.517 -0.300 0.106
H 1.865 -0.072 -3.760 0.118
H 0.875 -0.619 -5.946 0.103

***

no.,orbital gap (eV)
1,10.137
2,8.896
3,7.499
4,5.383
5,6.566
6,8.615